# 1
This record from the Open Molecules 2025 dataset describes 13 unconnected molecules or ions with the total composition C40H65ClFN19O3PS. The level of theory is ωB97M-V/def2-TZVPD.

```
131
Properties=species:S:1:pos:R:3:lowdin_charge:R:1
C 4.27884 -0.27883 2.94739 -0.056
C 4.21796 0.42734 1.55527 -0.382
N 5.02342 -0.03065 0.57473 0.011
C 3.23192 1.57533 1.41671 -0.115
N 2.19881 1.37711 0.31352 -0.004
C 1.43310 2.57812 0.28790 -0.224
N 1.96992 3.51508 -0.47389 0.130
O 1.40623 4.76523 -0.65194 0.068
C 1.02835 4.81545 -1.95912 -0.229
N 0.41747 4.65872 -2.92146 0.231
N 0.26687 2.83323 0.98488 0.018
C -0.94327 2.90364 0.11576 -0.144
C -2.09431 3.74949 0.80563 -0.140
C -3.40514 2.86035 0.83432 -0.180
C -4.10696 3.09392 -0.57794 -0.262
S -4.21929 1.58709 -1.58759 0.373
O -4.41916 0.38451 -0.82142 -0.330
O -5.31584 1.79753 -2.52514 -0.363
Cl -2.44258 1.47886 -2.68593 0.376
C 0.04757 1.87455 2.08793 -0.129
C 0.28943 0.39103 1.70057 -0.309
P -1.31300 -0.57717 1.42902 0.780
N -2.18057 -0.43116 2.74791 -0.291
C 1.33155 0.20835 0.53767 -0.256
C 0.61203 -0.14068 -0.83590 -0.138
C 1.54800 -0.01136 -2.06871 -0.154
F 0.70162 -0.04949 -3.21650 -0.107
H 4.96824 0.26473 3.63370 0.074
H 4.50126 -1.35842 2.86466 0.077
H 3.26379 -0.14925 3.39858 0.061
H 4.78384 0.53245 -0.25386 0.077
H 3.82400 2.49083 1.12883 0.124
H 2.77148 1.83404 2.39550 0.118
H 2.84493 3.33324 -0.96184 0.190
H -1.35107 1.88098 0.00974 0.052
H -0.76299 3.32276 -0.89290 0.098
H -2.25172 4.71980 0.29888 0.106
H -1.83644 3.90760 1.87952 0.116
H -3.17298 1.78359 1.00193 0.075
H -4.05732 3.15198 1.68406 0.101
H -3.50171 3.83901 -1.16539 0.034
H -5.11193 3.53592 -0.44672 0.082
H 0.73826 2.16651 2.91064 0.131
H -0.97135 1.93126 2.53041 0.118
H 0.73860 -0.09762 2.59674 0.124
H -0.90302 -1.91528 1.13314 -0.035
H -1.99300 -0.11067 0.26025 -0.004
H -2.30296 -1.38343 3.12101 -0.111
H 1.90106 -0.71412 0.78782 0.162
H 0.29378 -1.20948 -0.79606 0.104
H -0.28444 0.48136 -1.02685 0.052
H 2.19749 -0.90673 -2.16835 0.128
H 2.09780 0.94400 -2.14109 0.099
C 2.31960 3.26726 -5.68840 -0.070
C 3.72594 3.51270 -6.05615 -0.281
N 4.82034 3.70324 -6.33631 0.125
H 1.66925 3.49544 -6.53121 0.083
H 2.18633 2.22236 -5.40932 0.076
H 2.04353 3.89845 -4.84556 0.035
C -1.87057 -5.67637 0.97264 -0.043
C -0.96722 -4.51758 0.98569 -0.256
N -0.26320 -3.61345 0.98376 0.106
H -2.72910 -5.46566 0.33616 0.086
H -1.34336 -6.54823 0.58563 0.073
H -2.21677 -5.88642 1.98376 0.068
C 1.80277 -4.68420 -2.27183 -0.089
C 1.26795 -5.95898 -1.75518 -0.292
N 0.84413 -6.94433 -1.35070 0.130
H 2.87692 -4.63208 -2.09799 0.067
H 1.61377 -4.60895 -3.34158 0.073
H 1.31693 -3.85157 -1.76531 0.039
C -5.97590 -0.77494 -4.47668 -0.070
C -6.52200 -2.03588 -3.94289 -0.276
N -6.94419 -3.01693 -3.52792 0.119
H -4.90976 -0.71164 -4.26436 0.068
H -6.12241 -0.73707 -5.55557 0.080
H -6.47794 0.07364 -4.01655 0.066
C -1.60253 -4.28641 -4.62131 -0.045
C -1.41808 -4.04300 -3.17974 -0.245
N -1.27466 -3.85586 -2.05812 0.165
H -1.78507 -3.34349 -5.13442 0.082
H -0.70850 -4.75095 -5.03535 0.080
H -2.45301 -4.94814 -4.77772 0.088
C -2.51665 6.37342 -5.08318 -0.053
C -3.04511 5.69328 -3.88810 -0.241
N -3.45607 5.16216 -2.96002 0.160
H -2.15166 5.63578 -5.79605 0.084
H -3.30392 6.96251 -5.55099 0.086
H -1.69745 7.03280 -4.80080 0.081
C 4.08397 -9.43410 -2.55692 -0.062
C 4.26345 -8.00520 -2.86686 -0.271
N 4.40311 -6.89373 -3.10625 0.128
H 3.69445 -9.54575 -1.54630 0.082
H 3.38228 -9.87902 -3.26045 0.082
H 5.03954 -9.95098 -2.63074 0.081
C -3.57881 -5.20256 4.96536 -0.056
C -3.38449 -3.78815 4.59949 -0.220
N -3.23334 -2.68830 4.31451 0.150
H -3.95752 -5.27233 5.98362 0.071
H -4.29502 -5.66504 4.28733 0.087
H -2.63078 -5.73651 4.90133 0.067
C 8.48081 2.00576 -0.85697 -0.031
C 7.34989 1.24144 -0.30062 -0.069
N 6.47778 0.63105 0.13242 0.124
H 8.24637 2.33095 -1.86997 0.090
H 8.67730 2.88063 -0.23840 0.060
H 9.37166 1.37966 -0.88105 0.095
C -2.86298 -7.07515 8.61809 -0.065
C -1.98520 -7.45415 7.49513 -0.282
N -1.30418 -7.74746 6.62160 0.128
H -2.42165 -6.24549 9.16828 0.083
H -3.83885 -6.77367 8.24007 0.072
H -2.98843 -7.92197 9.29074 0.083
C 7.16473 6.43202 -0.79881 -0.065
C 8.50263 5.81351 -0.80852 -0.270
N 9.54559 5.33898 -0.81554 0.139
H 6.49038 5.84426 -0.17707 0.071
H 7.22807 7.44247 -0.39829 0.085
H 6.77044 6.47484 -1.81333 0.081
C -5.24084 6.86622 0.53363 -0.054
C -5.77090 5.59625 1.06151 -0.257
N -6.19643 4.60983 1.48416 0.153
H -4.17534 6.93980 0.74792 0.075
H -5.39190 6.90954 -0.54444 0.081
H -5.75694 7.70378 1.00048 0.085
C -2.27632 -0.30432 6.98158 -0.070
C -0.90260 0.13643 7.28448 -0.285
N 0.16527 0.47974 7.51994 0.111
H -2.79429 -0.56466 7.90375 0.078
H -2.81982 0.49573 6.48194 0.081
H -2.24998 -1.17584 6.32882 0.048
```

Values from the calculation:
HOMO energy = -0.3560 Ha
Gap between HOMO and LUMO = 6.2804 eV
Total charge = +1
E = -4128.13520 Eh
LUMO level = -0.125 Ha

=====

# 2
This record from the Open Molecules 2025 dataset describes 5 unconnected molecules or ions with the total composition C40H65N4O12. The level of theory is ωB97M-V/def2-TZVPD.

```
121
Properties=species:S:1:pos:R:3:lowdin_charge:R:1
C -3.72855 2.19600 -6.39002 -0.125
C -2.68422 1.56493 -5.38375 -0.284
C -1.30876 1.14832 -6.08152 -0.211
C -0.49740 0.32205 -5.00822 -0.238
C 0.85591 -0.29494 -5.54712 -0.194
C 1.94395 -0.58902 -4.42714 -0.197
C 1.34795 -0.96907 -3.01871 -0.226
C 2.48829 -1.07919 -1.89928 -0.190
C 2.63537 0.32772 -1.15764 -0.200
C 1.81694 0.37625 0.20920 -0.218
C 2.54267 -0.41508 1.36625 -0.191
C 1.76528 -0.33702 2.76523 -0.184
C 0.97314 -1.66915 3.11011 -0.158
C -0.58330 -1.42614 3.38668 -0.104
C -1.26601 -0.64506 2.21123 -0.104
N -1.63169 0.72514 2.30033 0.200
C -2.19041 0.99923 1.07004 -0.181
C -2.68834 2.46503 0.82957 -0.149
N -1.90453 3.16241 -0.24583 0.011
N -2.24179 -0.04492 0.18718 0.065
C -2.81608 0.07832 -1.17592 -0.089
C -3.33598 -1.27276 -1.79940 -0.111
C -4.73394 -1.13920 -2.53504 -0.184
C -5.41761 -2.43904 -2.81606 -0.044
C -6.73670 -2.51339 -3.45432 -0.064
C -7.39150 -1.22934 -3.83355 -0.070
C -6.71228 0.06372 -3.57516 -0.062
C -5.36614 0.12869 -2.92788 -0.048
C -1.62443 -1.13472 0.87112 -0.177
N -1.41057 -2.45286 0.32521 0.024
C -2.41647 -3.37280 1.00208 -0.231
C -2.78059 -4.61014 0.05905 -0.088
H -4.51487 2.74571 -5.79931 0.064
H -3.23889 2.89527 -7.13234 0.078
H -4.26686 1.34594 -6.90653 0.078
H -2.46401 2.32383 -4.56446 0.100
H -3.12614 0.67361 -4.85324 0.084
H -0.77027 2.07963 -6.41475 0.113
H -1.55889 0.51782 -6.98308 0.123
H -0.25595 1.04373 -4.16341 0.108
H -1.15309 -0.52593 -4.66721 0.103
H 1.31593 0.38488 -6.33386 0.086
H 0.57622 -1.24424 -6.10371 0.122
H 2.55777 -1.46021 -4.81513 0.121
H 2.66069 0.28318 -4.35285 0.118
H 0.84323 -1.97217 -3.11322 0.113
H 0.58930 -0.24361 -2.61495 0.075
H 2.27307 -1.88491 -1.14127 0.095
H 3.44871 -1.33067 -2.43242 0.110
H 2.17736 1.11493 -1.83393 0.105
H 3.72632 0.57266 -1.00822 0.114
H 1.75938 1.46474 0.52692 0.111
H 0.76674 -0.00313 0.05249 0.091
H 2.64473 -1.49111 1.05728 0.101
H 3.57983 0.01352 1.51810 0.120
H 2.58935 -0.23051 3.55503 0.099
H 1.13232 0.59027 2.83887 0.098
H 1.01983 -2.34614 2.20973 0.096
H 1.42449 -2.15499 4.02692 0.125
H -1.07110 -2.44868 3.39111 0.102
H -0.77774 -0.92913 4.37337 0.111
H -1.52074 1.39497 3.06678 0.161
H -3.75762 2.48567 0.48895 0.128
H -2.52360 3.02554 1.79969 0.125
H -1.04974 2.63149 -0.45138 0.068
H -2.47223 3.20253 -1.09742 0.067
H -1.99847 0.49428 -1.84507 0.135
H -3.59598 0.89224 -1.12297 0.107
H -3.45925 -2.11030 -1.06338 0.080
H -2.57970 -1.59525 -2.57960 0.127
H -4.91302 -3.40599 -2.52999 0.102
H -7.19933 -3.51942 -3.61287 0.102
H -8.40269 -1.30471 -4.30001 0.096
H -7.25716 1.00039 -3.87441 0.099
H -4.85530 1.10560 -2.73028 0.089
H -0.50650 -2.79472 0.68470 0.111
H -3.36966 -2.76174 1.05504 0.117
H -2.09212 -3.68974 2.02903 0.106
H -3.86280 -4.86992 0.27398 0.081
H -2.17464 -5.52431 0.29028 0.074
H -2.75805 -4.32712 -1.03395 0.069
C -3.56906 -1.19369 6.63439 -0.120
C -3.25323 -0.49823 7.92720 -0.114
O -2.29817 0.48478 7.53176 0.076
C -2.48938 0.72587 6.21345 -0.567
O -1.96736 1.61644 5.60894 0.133
O -3.34931 -0.17066 5.66441 0.048
H -4.59577 -1.55508 6.59337 0.139
H -2.89136 -2.02658 6.42939 0.134
H -4.12252 0.00612 8.35573 0.140
H -2.83278 -1.17208 8.67247 0.141
C 3.82272 2.81319 6.20388 -0.119
C 2.61643 2.13363 5.61990 -0.127
O 3.02477 0.76954 5.54492 0.026
C 4.01153 0.59471 6.46723 -0.548
O 4.45647 -0.46471 6.77940 0.164
O 4.42052 1.78204 6.98414 0.068
H 3.56085 3.66862 6.82543 0.139
H 4.53417 3.13493 5.43906 0.138
H 1.73933 2.20475 6.26851 0.137
H 2.35822 2.51704 4.63278 0.132
C 1.83910 3.30422 -9.20424 -0.129
C 3.30178 3.64514 -9.15886 -0.127
O 3.81568 2.71224 -8.21306 0.067
C 2.96499 1.65214 -8.18747 -0.554
O 3.18718 0.62456 -7.62741 0.152
O 1.82709 1.91611 -8.88494 0.058
H 1.39847 3.48120 -10.18482 0.136
H 1.25902 3.84506 -8.45163 0.132
H 3.79926 3.48569 -10.11884 0.137
H 3.48241 4.66894 -8.83286 0.135
C 7.92976 -0.33096 7.35188 -0.140
C 7.58602 -1.41225 8.33197 -0.135
O 8.70504 -2.28844 8.25207 0.063
C 9.75804 -1.55492 7.79655 -0.555
O 10.88331 -1.93866 7.77076 0.167
O 9.35411 -0.32344 7.37514 0.060
H 7.52984 0.63928 7.64509 0.131
H 7.59239 -0.56322 6.33832 0.131
H 7.50341 -1.03759 9.35577 0.136
H 6.66595 -1.93347 8.07043 0.127
```

Values from the calculation:
Relative energy (zero: lowest compared OMol25 entry of this formula, charge and spin) = 4.198 eV
HOMO energy = -0.4085 Ha
Gap between HOMO and LUMO = 8.8893 eV
Total charge = +1
E = -2684.76040 Eh
LUMO level = -0.082 Ha